1.
Entry from the Open Molecules 2025 dataset: a cluster of 2 separate species, C3H8ClOP in total (ωB97M-V/def2-TZVPD).

Geometry as ORCA input:
```
! wB97M-V def2-TZVPD RIJCOSX def2/J DEFGRID3
* xyz 0 1
C 1.8641 -0.4579 -0.5955
C -0.0350 0.0791 1.6225
C -2.0687 -0.1023 -1.0812
O 0.8052 2.0766 -0.1701
P 0.4817 0.6355 -0.0295
Cl -3.2493 0.2840 0.0315
H 1.5615 -1.0352 -1.4753
H 2.5488 0.1914 -0.9824
H 2.2323 -0.9722 0.2098
H 0.8351 0.2005 2.3630
H -0.8899 0.4573 1.9620
H -0.0402 -0.9463 1.4632
H -2.1696 0.7125 -1.8355
H -1.8757 -1.1230 -1.4824
*
```

As for the HOMO energy (spin up / spin down): -7.89 / -8.21 eV. The gap between HOMO and LUMO (spin up / spin down) is 7.71 / 7.90 eV.

Results of the Löwdin charge analysis, in e, for atoms 1 through 2:
1 C -0.170
2 C -0.221

2.
Entry from the Open Molecules 2025 dataset: a structure of composition C37H38BN5O4PbSSi (ωB97M-V/def2-TZVPD).

Geometry as ORCA input:
```
! wB97M-V def2-TZVPD RIJCOSX def2/J DEFGRID3
* xyz 0 1
Pb -0.2994 1.5582 0.4698
B -1.5059 5.3957 -0.1449
N -0.0234 5.0417 0.1462
C 0.9637 5.9176 -0.0673
C 2.1329 5.4124 0.4773
C 1.7544 4.1830 1.0000
N 0.4492 3.9659 0.7936
N -2.4844 4.1807 -0.0790
C -3.8036 4.3862 -0.0683
C -4.4574 3.1641 -0.0786
C -3.4317 2.2323 -0.0923
N -2.2423 2.8539 -0.0943
H -1.8758 6.1757 0.6990
H -1.5600 5.8753 -1.2495
H 0.7724 6.8552 -0.5616
H 3.1038 5.8766 0.4776
H 2.3464 3.4411 1.5146
H -4.1998 5.3877 -0.0543
H -5.5186 2.9882 -0.0738
H -3.4625 1.1585 -0.0898
O -1.7519 -0.1826 -0.0977
Si -2.4745 -1.5997 -0.0344
C -3.8569 -1.8203 -1.3198
C -4.5821 -0.7445 -1.8346
C -5.5864 -0.9276 -2.7741
C -5.8896 -2.2028 -3.2273
C -5.1814 -3.2884 -2.7340
C -4.1805 -3.0954 -1.7930
C -3.2770 -1.8017 1.6776
C -3.2037 -0.7547 2.5965
C -3.7984 -0.8401 3.8479
C -4.4767 -1.9942 4.2111
C -4.5589 -3.0516 3.3146
C -3.9688 -2.9515 2.0636
C -1.4209 -3.1703 -0.2982
C -1.1418 -4.0626 0.7404
C -0.4668 -5.2560 0.5195
C -0.0156 -5.5698 -0.7534
C -0.2561 -4.6866 -1.7969
C -0.9576 -3.5103 -1.5702
H -4.3544 0.2600 -1.5019
H -6.1310 -0.0714 -3.1532
H -6.6756 -2.3480 -3.9577
H -5.4068 -4.2879 -3.0860
H -3.6330 -3.9549 -1.4223
H -2.6740 0.1500 2.3118
H -3.7362 -0.0062 4.5368
H -4.9458 -2.0654 5.1842
H -5.0901 -3.9535 3.5937
H -4.0486 -3.7844 1.3719
H -1.4860 -3.8293 1.7428
H -0.3059 -5.9496 1.3368
H 0.5098 -6.4997 -0.9332
H 0.0974 -4.9232 -2.7943
H -1.1727 -2.8484 -2.4036
C 1.5519 -1.1466 -2.1471
C 1.9017 -1.3853 -0.8834
C 2.8461 -2.4138 -0.4156
C 2.6653 -2.4997 0.9058
C 1.6434 -1.4926 1.2565
C 1.1118 -1.2740 2.6285
N 1.2634 -0.8112 0.2280
H 1.9918 -1.7198 -2.9538
H 2.5914 0.7082 -2.8730
H 0.7186 -0.4850 -2.3608
H 3.4857 -2.9999 -1.0568
H 3.1418 -3.1624 1.6116
H 1.3746 -2.1035 3.2816
H 0.0255 -1.1712 2.5939
H 1.5248 -0.3538 3.0502
C 8.5042 1.2944 0.8538
C 7.1559 1.5105 0.2275
C 6.6615 0.6463 -0.7438
C 5.4225 0.8627 -1.3288
C 4.6776 1.9599 -0.9383
C 5.1504 2.8416 0.0249
C 6.3820 2.6085 0.6058
S 3.1265 2.3602 -1.6853
O 3.1605 1.4909 -3.0089
O 3.1355 3.7327 -2.0453
O 2.0496 1.8458 -0.8654
H 9.0371 0.4728 0.3790
H 8.4024 1.0602 1.9149
H 9.1062 2.2000 0.7748
H 7.2609 -0.1970 -1.0630
H 5.0523 0.1937 -2.0927
H 4.5504 3.7035 0.2891
H 6.7673 3.2963 1.3485
*
```

As for the HOMO energy: -8.23 eV. The gap between HOMO and LUMO is 7.26 eV.

Results of the Löwdin charge analysis, in e, for atoms 1 through 2:
1 Pb 1.538
2 B -0.414

3.
Entry from the Open Molecules 2025 dataset: an isolated molecule of C30H40F7NO5P2S3 (ωB97M-V/def2-TZVPD).

Geometry as ORCA input:
```
! wB97M-V def2-TZVPD RIJCOSX def2/J DEFGRID3
* xyz 0 1
C 4.8727 -4.1870 -0.1750
C 4.7396 -4.1594 1.4177
C 3.3992 -3.4660 1.9249
C 3.6493 -2.0616 2.6014
C 4.5869 -1.0923 1.7762
C 3.9436 0.3740 1.8197
C 4.5886 1.3221 0.7114
C 4.3029 2.8397 1.0527
C 2.7571 3.1809 1.1750
C 2.5403 4.6426 0.6095
C 2.4454 4.5383 -0.9798
C 1.1610 5.3103 -1.5222
C -0.0043 4.2938 -1.8981
C -0.6810 3.8276 -0.5264
C -2.0640 3.1177 -0.8381
C -1.9864 1.5568 -0.7834
C -0.7099 0.9595 -1.2111
C -0.4389 -0.4868 -1.1870
P 1.2217 -1.0345 -1.7803
O 1.8938 0.2930 -2.5700
O 2.2279 -1.3134 -0.4914
S 1.1747 -2.4768 -3.0734
C -1.5202 -1.3660 -0.7241
C -2.8159 -0.7765 -0.3157
C -3.0935 0.6647 -0.3363
S -4.6802 1.3940 0.1375
O -4.9877 2.5911 -0.6529
O -5.8229 0.4989 0.0266
C -4.4739 2.0408 1.9046
F -3.2213 1.7202 2.3917
F -4.5212 3.4209 1.8588
C -5.5582 1.4927 2.9026
F -5.5938 0.1100 2.8826
F -6.8132 1.9464 2.5448
C -5.3443 1.9122 4.4225
F -6.5433 2.2622 4.9861
F -4.4619 2.9289 4.6100
F -4.8990 0.8363 5.1592
S -4.0729 -2.0082 0.1898
C -3.7530 -3.3224 -1.0478
C -4.8337 -4.0407 -1.6938
C -4.4444 -5.0556 -2.6963
P -5.6828 -6.0418 -3.6666
O -6.1935 -7.2732 -2.9783
C -3.0236 -5.3414 -2.9811
C -1.9771 -4.5908 -2.3021
C -2.3199 -3.5491 -1.3371
N -1.3005 -2.7831 -0.6767
H 3.9193 -3.7736 -0.6070
H 5.7148 -3.5082 -0.4617
H 5.0171 -5.2432 -0.5279
H 5.6260 -3.6202 1.8373
H 4.7488 -5.2169 1.7869
H 2.6569 -3.4464 1.0861
H 2.9387 -4.1187 2.7257
H 4.1829 -2.2792 3.5738
H 2.6545 -1.5827 2.8356
H 5.6148 -0.9712 2.2223
H 4.7156 -1.3846 0.7009
H 4.2053 0.8455 2.8133
H 2.8195 0.3248 1.7259
H 4.1244 1.1214 -0.2969
H 5.7047 1.1693 0.6548
H 4.8736 3.1096 1.9803
H 4.7082 3.4809 0.2158
H 2.4429 3.1544 2.2561
H 2.1553 2.4223 0.6051
H 1.6516 5.1612 1.0592
H 3.4305 5.2865 0.8752
H 2.3117 3.4604 -1.2830
H 3.3790 4.8975 -1.4888
H 0.7975 6.0097 -0.7145
H 1.4355 5.9066 -2.4341
H 0.4915 3.4466 -2.4400
H -0.7481 4.7926 -2.5796
H -0.0019 3.1671 0.0683
H -0.8423 4.7881 0.0439
H -2.8137 3.4316 -0.0610
H -2.3764 3.4185 -1.8733
H 0.0945 1.6333 -1.5731
H 1.6664 0.1657 -3.5152
H 2.6959 -0.4728 -0.2769
H -5.9036 -3.8272 -1.4792
H -6.7259 -5.1094 -4.0033
H -5.0362 -6.3198 -4.9215
H -2.7413 -6.1346 -3.7198
H -0.8979 -4.7865 -2.5023
H -0.3583 -3.0473 -0.9680
*
```

As for the HOMO energy: -8.50 eV. Its SMILES is CCCCCCCCCCCCCCCc1cc(P(O)(O)=S)c2c(c1S(=O)(=O)C(F)(F)C(F)(F)C(F)(F)F)Sc1cc([PH2]=O)ccc1N2. The gap between HOMO and LUMO is 7.21 eV.

Results of the Löwdin charge analysis, in e, for atoms 1 through 2:
1 C -0.110
2 C -0.241

4.
Entry from the Open Molecules 2025 dataset: the ion C3H9N2O with charge +1 (ωB97M-V/def2-TZVPD).

Geometry as ORCA input:
```
! wB97M-V def2-TZVPD RIJCOSX def2/J DEFGRID3
* xyz 1 1
N 1.3589 1.2528 1.2138
C 0.7111 0.2786 0.5318
O 1.2772 -0.1819 -0.4761
C -0.6995 -0.0414 0.8505
C -1.5615 -0.1730 -0.4746
N -0.8241 -1.0060 -1.4719
H 2.3032 1.4567 0.9090
H 0.9257 2.0633 1.6363
H -0.9352 -0.8081 1.5804
H -1.1400 0.8923 1.2300
H -2.4821 -0.6539 -0.1661
H -1.6351 0.8126 -0.9281
H -1.0243 -1.9937 -1.3343
H -0.9884 -0.7959 -2.4555
H 0.2507 -0.7678 -1.2461
*
```

As for the HOMO energy: -14.96 eV. Its SMILES is NC(=O)CC[NH3+]. The gap between HOMO and LUMO is 11.78 eV.

Results of the Löwdin charge analysis, in e, for atoms 1 through 2:
1 N 0.204
2 C -0.457

5.
Entry from the Open Molecules 2025 dataset: a structure of composition C35H29BrFN5O3PtS3 (ωB97M-V/def2-TZVPD).

Geometry as ORCA input:
```
! wB97M-V def2-TZVPD RIJCOSX def2/J DEFGRID3
* xyz 0 1
Pt 2.9734 -2.8743 -0.9934
F -1.8679 1.3712 1.5680
C -0.5427 1.5636 1.5191
C 0.2653 0.5579 1.0670
C 1.6453 0.7434 1.0550
C 2.5089 -0.3331 0.5483
O 1.9628 -1.3292 0.0514
C 3.9173 -0.1345 0.6952
C 4.3606 1.0539 1.1864
N 3.5743 2.1048 1.5187
C 4.1643 3.3102 2.0467
C 4.1331 4.5667 1.2231
C 5.4235 3.8334 1.4384
C 2.1964 1.9522 1.5108
C 1.3479 2.9849 1.9182
C -0.0193 2.7829 1.9231
N -0.8582 3.9393 2.2865
C -2.3129 3.9413 1.8926
C -2.8514 5.3557 2.2040
N -1.7113 6.2290 2.4802
C -1.0817 5.8827 3.7530
C -0.7805 4.3696 3.7229
C 5.0053 -1.1629 0.4196
O 6.1197 -0.9106 0.8538
O 4.7340 -2.2210 -0.2547
H -0.2020 -0.3648 0.6734
H 5.4245 1.1812 1.3309
H 4.0480 3.4157 3.1200
H 3.9772 5.5098 1.7292
H 3.6867 4.5029 0.2396
H 6.1613 4.2573 2.1034
H 5.8393 3.2992 0.5959
H 1.7495 3.9491 2.2017
H -2.8327 3.1775 2.4581
H -2.3804 3.6868 0.8378
H -3.5478 5.3125 3.0489
H -3.3952 5.7380 1.3439
H -1.9685 7.2048 2.4456
H -0.4901 4.7500 1.7701
H -1.7082 6.1096 4.6221
H -0.1557 6.4508 3.8434
H -1.5165 3.7892 4.2756
H 0.2052 4.1325 4.1114
Br 0.9244 -3.7238 -1.9426
C 1.7398 -5.1577 -2.9040
C 0.9752 -5.9914 -3.6566
C 1.6218 -7.0328 -4.3577
C 2.9748 -7.1867 -4.2644
C 3.7648 -6.3125 -3.4759
C 5.1688 -6.4501 -3.3797
C 5.8891 -5.5581 -2.6400
C 5.2571 -4.4950 -1.9566
C 3.8952 -4.3239 -1.9919
C 3.1379 -5.2533 -2.7715
H -0.0969 -5.8620 -3.7179
H 1.0333 -7.6993 -4.9740
H 3.4727 -7.9876 -4.7978
H 5.6546 -7.2697 -3.8955
H 6.9650 -5.6617 -2.5690
H 5.8642 -3.8080 -1.3838
S -6.2254 1.9545 -0.4919
C -5.0871 0.7355 -0.6598
S -3.4043 1.0698 -0.5109
C -2.9813 -0.6029 -0.9069
N -4.0458 -1.3106 -1.1103
N -5.2127 -0.5727 -0.9601
C -6.4177 -1.3062 -1.1890
C -7.6285 -0.9351 -0.6193
C -8.7639 -1.6921 -0.8732
C -8.7023 -2.8179 -1.6777
C -7.4832 -3.1956 -2.2238
C -6.3435 -2.4489 -1.9829
S -1.3509 -1.1065 -0.9729
H -7.6885 -0.0687 0.0176
H -9.7050 -1.3916 -0.4307
H -9.5950 -3.3975 -1.8742
H -7.4184 -4.0796 -2.8450
H -5.3896 -2.7389 -2.3949
*
```

As for the HOMO energy: -6.60 eV. The gap between HOMO and LUMO is 5.56 eV.

Results of the Löwdin charge analysis, in e, for atoms 1 through 2:
1 Pt 0.897
2 F -0.019

6.
Entry from the Open Molecules 2025 dataset: an isolated molecule of CH4N2O2S (ωB97M-V/def2-TZVPD).

Geometry as ORCA input:
```
! wB97M-V def2-TZVPD RIJCOSX def2/J DEFGRID3
* xyz 0 1
H -1.9622 -1.8009 -0.7771
N -1.1898 -1.2333 -1.0151
C -0.5982 -1.0765 0.0523
S 0.9902 -0.0043 0.0638
N 0.4251 1.9777 0.0368
O 1.8056 -0.2644 -1.1470
O 1.5742 -0.2381 1.3988
H -0.7119 -1.3674 1.1064
H -0.3272 1.9853 -0.6953
H -0.0057 2.0218 0.9764
*
```

As for the HOMO energy: -10.46 eV. Its SMILES is [H]/N=C/S(N)(=O)=O. The gap between HOMO and LUMO is 10.01 eV.

Results of the Löwdin charge analysis, in e, for atoms 1 through 2:
1 H 0.054
2 N 0.120

no.,electronic energy (eV),strongest force on any atom (eV/A)
1,-27096.92959,5.748
2,-79264.81209,0.934
3,-113589.99286,4.673
4,-8278.61818,2.538
5,-158868.52686,0.779
6,-19009.37637,3.638